No. 1
The following is a quantum chemistry calculation of C49H42CuN6O3S2 as an isolated structure in a non-equilibrium geometry, from the OMol25 dataset.

```
103
Properties=species:S:1:pos:R:3
H -23.89603 -9.71796 8.10770
C -23.19129 -7.69739 8.41514
H -22.60711 -1.54092 9.58574
C -23.57568 -9.69314 13.75568
H -23.40088 -1.04888 7.29090
C -25.90611 -15.01192 12.55228
C -19.94426 -6.20788 7.26342
C -26.67225 -13.80309 12.28931
H -19.95098 -5.19597 7.67294
H -26.90651 -11.93407 11.34573
C -24.50304 -5.82402 14.47524
H -18.17255 -5.78645 6.20450
C -20.24298 -5.66254 11.85001
O -24.89284 -6.58843 10.52919
H -23.02174 -8.82107 14.13571
H -27.62978 -6.28252 12.31754
H -28.89021 -4.22515 4.99058
H -15.99475 -5.43107 13.88347
C -22.20441 -3.53861 10.25479
H -16.03855 -7.23921 13.42300
N -25.42945 -6.19245 13.51241
H -17.37207 -7.27738 10.93479
C -26.13308 -5.34615 5.78898
H -18.08157 -4.65803 14.28993
S -24.91395 -7.33284 9.17778
H -18.00472 -8.14386 5.22104
C -16.16378 -6.18533 13.08827
C -25.58135 -6.11691 8.04435
H -23.98653 -1.78613 4.91533
C -23.14841 -8.96430 7.85943
H -28.62070 -5.65663 13.63095
C -22.82128 -2.97991 7.95935
H -20.52002 -4.29081 13.44467
C -23.27267 -2.06726 6.97491
H -24.99148 -3.95416 15.52425
H -22.63266 -5.72854 5.90390
H -28.24617 -2.75639 5.70926
H -23.36246 -4.13823 4.27535
C -27.15347 -4.55186 6.24315
H -28.14630 -3.95184 8.10577
H -24.08925 -13.03853 13.88891
C -26.56615 -16.02816 13.19591
C -22.24285 -4.90565 9.95297
C -22.03750 -9.31760 7.10351
C -23.44123 -11.00791 14.15316
N -24.52781 -9.33353 12.82855
H -28.25736 -6.10544 16.20387
H -26.57269 -5.11383 9.64245
H -27.51691 -4.73538 17.06313
H -26.30781 -18.06056 13.93567
C -26.23042 -12.50537 12.01043
C -27.92067 -3.73476 5.29137
C -25.32125 -10.29242 12.31177
O -22.12016 -7.38114 11.40562
C -25.18479 -11.65546 12.59497
C -18.08082 -6.68890 11.54092
H -19.84484 -7.13369 10.33030
C -22.53581 -2.57292 9.28456
C -27.34805 -4.51067 7.66409
C -17.56960 -5.99923 12.66925
N -24.64247 -17.37551 12.95866
C -22.37227 -5.33013 8.62594
N -26.61934 -5.31469 15.22142
C -20.93573 -8.46529 6.91479
H -25.81946 -5.43022 4.76107
C -25.23500 -5.00940 15.57404
H -21.87649 -3.15899 11.24412
N -24.60644 -15.15012 12.16594
C -26.54735 -5.24843 8.52484
H -24.69652 -6.83370 6.19046
H -15.39993 -6.05644 12.28892
N -27.76192 -6.14848 13.33300
H -23.14182 -16.53717 11.85022
C -22.17917 -6.75459 8.23154
H -28.48052 -4.46723 15.58417
C -25.41005 -6.13769 6.66217
C -22.81052 -4.69343 6.25524
C -18.82889 -7.84110 5.82977
H -24.93586 -5.43153 16.56583
C -24.23965 -11.99640 13.59352
C -26.63895 -5.90732 14.04196
C -27.77888 -5.12920 16.08097
O -23.28625 -6.03155 14.44902
H -22.72227 -11.27601 14.95234
H -27.58693 -15.80658 13.50730
C -23.50925 -2.44778 5.66502
Cu -24.73092 -7.58721 12.23950
C -20.95039 -7.16885 7.57725
C -18.45005 -5.16176 13.35988
C -23.22301 -3.77763 5.28465
S -22.00605 -5.88072 11.46790
H -21.90447 -10.32894 6.67609
C -22.68991 -4.36332 7.62155
H -19.75758 -9.70710 5.63972
C -19.75315 -4.93226 12.89947
C -19.86626 -8.70721 6.07229
C -24.10586 -16.36622 12.29435
H -27.78588 -13.94344 12.34339
C -18.91538 -6.53934 6.40965
C -19.39895 -6.53842 11.12804
H -27.33029 -3.59375 4.36553
C -25.91267 -17.21355 13.41224
H -26.12000 -9.92674 11.65608
```

The LUMO energy (spin up / spin down) is -5.32 / -7.71 eV. The highest occupied orbital energy (spin up / spin down) comes out at -12.16 / -12.16 eV. Its spin multiplicity is 2. For the energy above the lowest of the compared OMol25 structures with the same formula, charge and spin, the calculation gives 0.00 kJ/mol. As for the charge: +2.



No. 2
The following is a quantum chemistry calculation of C8H16AlO14P2 as an isolated structure in a non-equilibrium geometry, from the OMol25 dataset.

```
41
Properties=species:S:1:pos:R:3
C -1.47341 1.58979 4.58053
H -1.32329 -3.34384 -2.93475
H 3.23060 4.66744 1.68243
H 0.42100 3.98462 0.89533
H 1.96382 5.71000 2.33208
P -3.21108 -1.97726 -1.13524
H 5.27885 -1.82893 -2.23662
O 0.91437 3.45623 2.85745
Al -0.85091 -0.22346 0.02672
O -3.65579 -0.32568 4.04019
C 4.56527 -2.29035 -2.93053
O -3.30443 -0.46083 -0.85945
H 2.96503 -1.53628 -1.74639
H 3.24595 -0.50975 -3.08472
O -4.23639 -2.49591 -0.05274
H 1.85330 2.97017 1.06119
O 2.29363 -2.33364 -3.51313
C 0.00289 2.46802 3.02369
H 4.50978 -3.33329 -2.62937
C 3.24455 -1.56704 -2.80673
C 1.27516 3.76510 1.53741
H -1.63468 -1.92807 -3.97859
O -4.50291 -1.51992 2.14841
H -1.52851 -3.51851 -4.71318
O -1.75825 -2.31960 -0.66263
C 2.19151 4.98870 1.54873
P -3.26596 -0.57812 2.57771
O -3.45362 0.50420 1.49941
O -3.59293 -2.43383 -2.53310
H 4.99520 -2.19279 -3.92905
H -2.29261 1.71493 3.87640
H -1.77420 1.75571 5.61295
O 0.27614 -2.72104 -4.17270
H 2.20928 5.46535 0.56604
O -0.31895 2.40463 4.29677
C 0.98146 -2.26052 -3.17039
C -1.14703 -2.89178 -3.90650
H -1.23519 0.52507 4.52330
O 0.54020 -1.77925 -2.17032
O -0.42025 1.77655 2.15727
O -1.97763 -1.37680 2.32213
```

The LUMO energy is 5.88 eV. The highest occupied orbital energy comes out at 2.47 eV. Its spin multiplicity is 1. For the energy above the lowest of the compared OMol25 structures with the same formula, charge and spin, the calculation gives 0.00 kJ/mol. As for the charge: -3.



No. 3
The following is a quantum chemistry calculation of C33H29BrN9O2Sn as an isolated structure in a non-equilibrium geometry, from the OMol25 dataset.

```
75
Properties=species:S:1:pos:R:3
H 6.66118 12.85173 16.33869
H 8.91471 5.92962 8.42217
H 8.07543 10.86964 16.55674
C 14.89089 10.00477 13.66357
C 9.75158 14.25711 15.94136
H 8.66856 5.42681 10.80291
H 7.39090 10.29129 21.21675
N 16.51620 9.60952 15.56680
C 16.38822 9.33345 16.93227
C 9.01517 9.08372 9.64992
H 15.23752 10.97845 13.29798
N 11.03754 16.44562 15.43090
H 9.12108 10.12581 9.31364
C 8.91070 6.75040 9.14258
H 8.00682 6.17987 12.98762
C 8.69692 7.50107 11.46389
O 10.91766 9.10305 18.15856
C 7.98503 9.36297 21.10591
C 9.50019 8.01202 19.77599
C 10.46017 15.43876 15.67213
H 17.82066 16.17747 16.54154
Br 10.36042 9.31000 13.79258
H 8.12893 6.57975 15.52080
C 16.81297 13.12655 15.38716
C 7.75381 12.97015 16.26517
H 13.78617 9.94157 13.54428
N 20.13841 12.18353 16.36505
N 9.67603 7.83409 16.22635
C 8.55195 7.12072 12.85362
N 9.87897 11.90170 16.41532
H 9.95613 6.08702 20.64350
C 16.74308 14.48159 15.72386
C 10.47008 13.08750 16.15775
H 11.09545 7.09358 18.64089
H 17.51894 10.16146 13.81360
H 7.75498 15.11117 15.88722
N 14.34346 9.55765 16.08100
H 15.33480 9.21306 13.05548
C 19.10106 13.10260 16.20096
H 7.27323 8.50183 22.97484
C 8.81408 8.82635 10.99194
C 18.01095 12.45892 15.61506
C 8.35341 14.19611 16.03367
C 10.34503 7.90257 18.49079
C 8.74185 6.46798 10.48334
C 9.41693 7.01916 20.77804
C 17.76077 9.94835 14.87622
N 9.45532 7.38398 17.44070
C 17.84805 15.11397 16.29104
H 15.80665 15.01862 15.53985
H 9.65207 9.97801 18.52813
H 19.90826 14.94411 16.94182
C 19.03433 14.42816 16.52737
O 8.79603 10.17719 19.03580
H 8.65614 6.44734 22.71658
H 8.65980 9.66558 11.68556
C 9.05857 8.05437 8.70984
C 7.91223 8.37842 22.07507
C 8.89795 7.31995 15.27023
H 15.93121 12.60302 14.96518
C 9.07062 7.76291 13.94535
H 17.28568 9.19580 17.54353
H 8.94811 6.51799 17.65331
C 8.54821 11.83451 16.42327
H 9.19054 8.28115 7.64010
Sn 11.82063 10.08589 16.51693
N 19.76782 11.01269 15.84288
H 14.54469 9.10213 18.16346
N 18.47370 11.12663 15.38019
H 11.55278 13.11424 16.15612
C 8.64211 7.20624 21.92264
H 18.42459 9.08234 14.91814
C 15.21194 9.75141 15.07528
C 15.05933 9.29909 17.22139
C 8.76399 9.17000 19.96728
```

The LUMO energy (spin up / spin down) is -10.33 / -11.93 eV. The highest occupied orbital energy (spin up / spin down) comes out at -14.40 / -14.42 eV. Its spin multiplicity is 1. For the energy above the lowest of the compared OMol25 structures with the same formula, charge and spin, the calculation gives 0.00 kJ/mol. As for the charge: +3.



No. 4
The following is a quantum chemistry calculation of an isolated molecule of C2HN5O in a non-equilibrium geometry, from the OMol25 dataset.

```
9
Properties=species:S:1:pos:R:3
N 0.51205 -1.17426 -0.60740
H -2.19203 -0.33946 0.43366
N -0.74084 -1.10328 -0.71856
N 0.30398 1.61981 -0.44337
N -0.87983 1.23109 0.08714
N 1.31154 0.93949 -0.29281
C -1.22685 -0.03871 0.08783
C 1.21980 -0.27562 0.27038
O 1.69218 -0.85904 1.18313
```

The LUMO energy is -1.64 eV. The highest occupied orbital energy comes out at -10.22 eV. Its spin multiplicity is 1. For the energy above the lowest of the compared OMol25 structures with the same formula, charge and spin, the calculation gives 322.60 kJ/mol. Its SMILES is O=c1nncnnn1.



No. 5
The following is a quantum chemistry calculation of a 3-piece molecular cluster, C21H54BBrIN5OSi overall in a non-equilibrium geometry, from the OMol25 dataset.

```
85
Properties=species:S:1:pos:R:3
H 3.92317 1.53825 -1.50019
H 3.91971 7.89613 -7.08818
H 4.26700 4.13419 -5.66907
H -3.93995 -1.53922 -2.64494
H -1.09853 -6.05279 5.98794
H -3.04175 -8.68041 6.01031
H 0.17114 0.50407 -2.70340
C 5.82608 5.11338 -4.55643
H 1.59974 2.59399 0.62686
H -2.99305 2.03443 -0.77625
B -0.60959 2.05241 0.95502
H 2.87872 7.95637 -4.81412
H -4.16491 -0.22396 0.47933
H -4.23650 -7.95894 4.99446
H 2.23879 5.22931 -2.04997
N -4.94896 0.92411 -1.63857
C -0.62742 -1.07592 0.09621
H -4.39651 -5.98518 6.41777
C -1.23880 -1.42453 1.50108
O -1.77959 2.47163 1.66758
C -1.02889 -6.93776 5.33844
C -3.68432 0.12361 -1.47892
C 2.93504 1.62841 -1.97726
H 4.99850 5.45963 -6.49845
H 5.62096 4.50610 -3.67533
N 3.50840 6.00907 -5.16810
C 3.81565 7.41598 -4.97642
I 2.43463 -1.34894 -2.20281
C 4.63275 5.15303 -5.51397
H 1.08118 2.19682 2.36041
H -1.06020 -8.32310 7.02210
H -0.77850 -2.80010 3.10226
H -1.90487 -6.22092 2.95420
H -0.30334 -6.69298 4.55756
H 0.65594 -1.75024 2.65515
H -5.67162 0.32564 -2.02441
H 6.68344 4.66045 -5.06008
H 1.96634 0.56591 -0.28258
C 0.46986 1.08312 -1.80167
Si -0.91024 0.71177 -0.48943
N -3.57987 -0.60066 -2.74808
H 0.65484 3.73509 1.59613
H 0.43512 2.15990 -2.04827
H -3.06755 -4.18565 3.31425
H -0.37406 -8.99549 5.53338
H -2.21198 -4.45428 4.82697
H -2.15817 -2.01796 1.42001
H 0.08162 -3.12803 1.58407
C 4.50186 8.05175 -6.17830
C -3.76781 -6.80983 6.75167
H 4.60169 9.12706 -6.02135
H -1.45093 -0.52503 2.10570
C 2.60029 5.47779 -4.16145
H 2.29269 4.47063 -4.45961
H 0.54747 -7.83778 6.49722
H -2.09968 3.29232 1.28896
H 4.43368 7.58790 -4.08298
C 3.08454 5.44034 -2.71098
H 0.46768 -1.18084 0.25243
C -2.99642 -4.84981 4.18023
H -3.57031 -6.65645 3.16539
C -0.45275 -8.09461 6.14435
H 3.00269 1.46078 -3.06675
H 5.50457 7.65005 -6.33545
N -3.86654 -0.76563 -0.32188
H -5.27023 1.23150 -0.72632
C -2.69974 -6.27343 3.70595
H -2.61748 -0.60703 -3.05025
H -4.56418 -1.46711 -0.53139
N -2.29744 -7.25420 4.70518
H 3.81488 4.64874 -2.54869
H -3.95007 -4.78622 4.70269
H 6.13159 6.10822 -4.22839
H -2.91073 -6.39775 7.28662
C -3.35283 -7.71844 5.59196
Br -1.04162 -2.48332 -1.24734
C -0.20622 -2.32179 2.28437
H 3.51484 6.38964 -2.38987
H -2.34788 1.56057 -2.33855
H 1.68115 6.07259 -4.19648
C 0.80863 2.64992 1.38843
C -2.55800 1.17202 -1.32021
C 1.90381 0.60105 -1.38076
H 2.49448 2.63410 -1.84167
H -4.35508 -7.38343 7.47292
```

The LUMO energy is 0.03 eV. The highest occupied orbital energy comes out at -8.13 eV. Its spin multiplicity is 1. Its SMILES is CC[C@@H](Br)[Si@@](C[C@H](C)I)(CC(N)(N)N)B(C)O.CCN(CC)CC.CCN(CC)CC.



What is the formula in the second record? C8H16AlO14P2



Which value of spin multiplicity does entry 3 give? 1